No. 1
{
  "formula": "C4H15NO3",
  "method": "ωB97M-V/def2-TZVPD",
  "lumo_ha": -0.17702,
  "charge": 0,
  "multiplicity": 1,
  "max_force_ha_per_bohr": 0.0433,
  "e_homo_ev": -7.22,
  "species": ["C", "N", "C", "C", "C", "H", "H", "H", "H", "H", "H", "H", "H", "H", "H", "H", "O", "H", "H", "O", "H", "H", "O"],
  "xyz": [[2.2908, 1.1748, -1.0979], [2.4157, 1.8097, 0.2078], [-3.2367, -1.0906, -1.2088], [-3.7258, 0.3587, 0.8034], [-3.2144, 0.0718, -0.4420], [3.1286, 0.5250, -1.3189], [2.1388, 1.8825, -1.9092], [1.4611, 0.4620, -1.0690], [2.9779, 2.6459, 0.1564], [-2.9331, -0.9738, -2.2340], [-3.4235, -2.0380, -0.7226], [-3.7447, 1.3440, 1.2397], [-4.1281, -0.4643, 1.3932], [-2.7683, 0.8816, -1.0375], [-1.3712, 0.0804, 0.5017], [1.5285, 1.9298, 0.6700], [-0.5377, 0.4033, 0.8058], [0.5976, -2.4271, 0.6879], [0.0994, -0.3382, 0.5606], [0.9482, -1.7130, 0.1456], [3.4181, -1.0114, 1.4619], [2.4151, -1.2430, 0.3437], [3.3676, -0.8997, 0.5104]],
  "forces_ev_per_angstrom": [[-0.44, -0.43, 0.34], [0.30, -0.12, -0.29], [0.37, 0.46, 2.02], [0.25, -1.62, -0.21], [0.15, 1.38, -1.74], [0.47, 0.20, 0.03], [-0.12, 0.13, -0.31], [-0.09, 0.31, -0.06], [-0.32, 0.11, 0.23], [-0.03, -0.48, -0.24], [-0.30, -0.29, -0.44], [0.18, 0.17, -0.14], [-0.11, 0.22, 0.01], [-0.38, 0.13, 0.63], [-0.24, -0.35, -0.17], [0.02, 0.31, -0.09], [0.38, 0.51, 0.31], [0.19, -0.03, 0.12], [0.22, -0.45, 0.08], [-1.10, 0.32, -0.27], [0.28, 0.18, 0.14], [1.07, 0.23, -0.03], [-0.74, -0.89, 0.07]],
  "nbo_charge": [-0.42, -0.85, 0.00, -0.02, -0.39, 0.21, 0.14, 0.20, 0.34, 0.23, 0.22, 0.24, 0.21, 0.25, 0.42, 0.36, -0.98, 0.43, 0.52, -1.07, 0.45, 0.50, -1.00]
}

No. 2
{
  "formula": "C17H23ClN4O2S",
  "method": "ωB97M-V/def2-TZVPD",
  "lumo_ha": 0.02238,
  "charge": 0,
  "smiles": "COCCNc1cc(-c2csc(NCC3CCOCC3)n2)c(Cl)cn1",
  "multiplicity": 1,
  "max_force_ha_per_bohr": 0.0518,
  "e_homo_ev": -8.03,
  "species": ["C", "O", "C", "C", "N", "C", "C", "C", "C", "C", "S", "C", "N", "C", "C", "C", "C", "O", "C", "C", "N", "C", "Cl", "C", "N", "H", "H", "H", "H", "H", "H", "H", "H", "H", "H", "H", "H", "H", "H", "H", "H", "H", "H", "H", "H", "H", "H", "H"],
  "xyz": [[-2.0743, 1.6654, -6.6721], [-2.5042, 1.9576, -5.2973], [-2.1046, 0.8817, -4.4070], [-2.2126, 1.3594, -2.9523], [-1.3134, 2.5180, -2.6964], [-0.0254, 2.3411, -2.3037], [0.3613, 1.7951, -1.0817], [1.7161, 1.5509, -0.7954], [2.0617, 0.9099, 0.5451], [3.2190, 1.1660, 1.2526], [3.2843, 0.1795, 2.6784], [1.7315, -0.4490, 2.2410], [0.9212, -1.3738, 2.8540], [1.4464, -2.3628, 3.7651], [0.4889, -3.5220, 3.9148], [0.1128, -4.2235, 2.6000], [-0.6994, -5.4881, 2.8769], [-0.0176, -6.3092, 3.8156], [0.1496, -5.6933, 5.1084], [1.1209, -4.4986, 4.9385], [1.2106, -0.0317, 1.1140], [2.6345, 1.8268, -1.8526], [4.3189, 1.3911, -1.7285], [2.1610, 2.4098, -3.0305], [0.8547, 2.6144, -3.2600], [-2.4929, 2.3845, -7.4186], [-0.9874, 1.6572, -6.7845], [-2.3628, 0.6794, -6.9790], [-1.0808, 0.6012, -4.6563], [-2.7488, -0.0213, -4.5549], [-3.2554, 1.6072, -2.7315], [-1.9264, 0.5355, -2.3157], [-1.2801, 3.0938, -3.5329], [-0.4279, 1.5781, -0.3393], [3.9924, 1.9033, 0.9695], [0.0975, -1.6477, 2.3283], [1.5920, -1.9045, 4.7383], [2.3473, -2.8054, 3.3572], [-0.4536, -3.1724, 4.3457], [1.0062, -4.4554, 2.0333], [-0.4757, -3.5499, 2.0017], [-1.6825, -5.2425, 3.2440], [-0.8771, -6.0358, 1.9532], [-0.7883, -5.2895, 5.5224], [0.5485, -6.4095, 5.8236], [2.1203, -4.8290, 4.5738], [1.3077, -4.0430, 5.9183], [2.8507, 2.7213, -3.8052]],
  "forces_ev_per_angstrom": [[-0.19, 0.80, 0.50], [0.64, -0.96, -1.02], [-0.59, 0.30, -0.40], [0.48, 0.51, -0.55], [-2.29, 0.27, -0.34], [1.26, -1.35, -0.37], [-0.02, -0.07, 0.92], [-0.43, -0.57, -0.09], [0.80, 0.39, -0.32], [-0.43, 0.46, -0.97], [-0.50, 0.07, -0.12], [-2.16, -1.00, -1.21], [0.79, -0.08, 1.15], [-0.78, 0.01, -0.48], [0.06, -0.44, 0.87], [0.14, -0.08, 0.71], [0.78, 0.36, 0.17], [-0.36, -0.39, 0.64], [0.83, 0.97, -0.88], [-0.30, -0.62, -0.34], [1.32, 1.64, -0.70], [-0.69, 0.03, 0.68], [-0.15, 0.22, -0.16], [-0.55, -0.13, 0.73], [1.59, 0.52, -0.07], [0.14, -0.34, 1.09], [0.13, 0.37, 0.38], [-0.61, -0.69, 0.00], [0.21, -0.04, 0.15], [0.28, 0.62, 0.01], [0.20, 0.17, 0.00], [0.12, -0.24, 0.32], [-0.25, -0.08, 0.05], [0.72, 0.11, -0.35], [-0.52, -0.82, 0.46], [0.55, 0.43, -0.11], [0.43, -0.07, 0.23], [0.71, 0.15, 0.11], [-0.06, 0.19, 0.17], [0.30, -0.21, -0.15], [-0.36, 0.26, -0.45], [-0.56, 0.31, 0.44], [0.34, -0.34, 0.09], [-0.09, -0.28, -0.29], [-0.06, -0.34, -0.33], [-0.68, -0.06, 0.10], [-0.21, 0.23, -0.18], [0.02, -0.20, -0.05]],
  "nbo_charge": [-0.26, -0.56, -0.08, -0.23, -0.62, 0.37, -0.29, 0.08, 0.09, -0.46, 0.40, 0.23, -0.60, -0.21, -0.22, -0.43, -0.06, -0.53, -0.06, -0.42, -0.50, -0.13, 0.00, 0.03, -0.46, 0.20, 0.17, 0.17, 0.18, 0.17, 0.20, 0.21, 0.40, 0.24, 0.26, 0.41, 0.20, 0.18, 0.20, 0.21, 0.20, 0.16, 0.20, 0.16, 0.20, 0.21, 0.21, 0.21]
}

No. 3
{
  "formula": "C5H6O",
  "method": "ωB97M-V/def2-TZVPD",
  "lumo_ha": 0.02828,
  "charge": 0,
  "multiplicity": 1,
  "max_force_ha_per_bohr": 0.0114,
  "e_homo_ev": -8.38,
  "species": ["C", "C", "C", "C", "C", "O", "H", "H", "H", "H", "H", "H"],
  "xyz": [[1.9606, -0.7223, 0.0245], [0.6087, -0.1234, 0.0008], [-0.2189, 0.6034, 0.5995], [-1.4826, 1.1396, 0.6098], [-1.1676, -0.2672, -0.7427], [-1.7675, -1.2968, -0.5954], [2.3812, -0.5945, 1.0275], [2.6245, -0.2236, -0.6886], [1.9495, -1.7902, -0.2098], [-1.6164, 2.1732, 0.2971], [-2.2204, 0.7219, 1.2884], [-1.0510, 0.3798, -1.6111]],
  "forces_ev_per_angstrom": [[0.03, -0.03, -0.03], [-0.08, 0.31, 0.39], [0.22, -0.14, -0.09], [-0.05, 0.13, 0.12], [-0.28, -0.40, -0.32], [0.31, 0.37, 0.09], [0.00, -0.07, -0.17], [-0.15, -0.09, 0.04], [-0.11, 0.15, -0.01], [-0.01, -0.18, -0.01], [0.04, 0.01, -0.19], [0.08, -0.05, 0.20]],
  "nbo_charge": [-0.66, -0.05, 0.05, -0.52, 0.43, -0.60, 0.23, 0.24, 0.24, 0.23, 0.24, 0.17]
}

Record order is preserved below.
Gap between HOMO and LUMO: 2.4037, 8.6372, 9.1522 eV